(a)
Formula: C4H6N2O2
Source: the OMol25 dataset
Level of theory: ωB97M-V/def2-TZVPD

frontier orbital gap: 9.024 eV
LUMO: -0.079 eV

```
! wB97M-V def2-TZVPD RIJCOSX def2/J DEFGRID3
* xyz 0 1
C -1.58 -0.15 -0.49
C -0.25 0.56 -0.34
C 1.95 -0.41 -0.12
C -0.30 -0.72 0.51
H -2.75 -0.46 1.28
H -1.74 -1.03 -1.31
H 0.47 0.21 -1.21
H 0.90 2.18 -0.66
H 3.01 -0.85 -0.04
H -0.38 -0.49 1.63
N 0.64 1.48 0.31
N 1.90 0.77 0.22
O -2.76 0.31 0.19
O 0.88 -1.39 0.04
*
```

Mulliken atomic charge list, values in e, 2 entries: -0.1806 0.1748


(b)
Formula: C4H6N2O2
Source: the OMol25 dataset
Level of theory: ωB97M-V/def2-TZVPD

frontier orbital gap: 10.588 eV
LUMO: 0.928 eV
structure (SMILES): C1=NO[C@H]([C@@H]2CN2)O1

```
! wB97M-V def2-TZVPD RIJCOSX def2/J DEFGRID3
* xyz 0 1
C -0.97 0.74 -1.62
C 0.01 -0.20 -1.11
C 0.75 0.22 0.16
C 0.89 -0.81 2.08
H -1.08 1.60 -1.00
H -1.19 0.75 -2.72
H -1.67 -0.26 0.03
H 0.61 -0.94 -1.68
H 1.48 1.01 -0.15
H 1.19 -1.62 2.72
N -1.43 -0.50 -0.96
N 0.08 0.06 2.33
O 1.43 -0.83 0.80
O -0.12 0.78 1.12
*
```

Mulliken atomic charge list, values in e, 2 entries: -0.3921 -0.1505


(c)
Formula: C4H6N2O2
Source: the OMol25 dataset
Level of theory: ωB97M-V/def2-TZVPD

frontier orbital gap: 10.738 eV
LUMO: 0.421 eV
structure (SMILES): C[C@]1(O)O[C@]1(N)C#N

```
! wB97M-V def2-TZVPD RIJCOSX def2/J DEFGRID3
* xyz 0 1
C -0.48 -0.36 0.11
C -1.41 -0.19 -1.04
C 0.71 0.53 0.41
N 1.76 0.10 1.32
O -0.48 -1.63 0.72
C 1.15 1.36 -0.80
O -0.49 0.89 1.02
N 1.47 2.00 -1.72
H -0.67 -2.34 0.08
H 1.48 -0.70 1.90
H 1.93 0.82 2.02
H -2.39 -0.62 -0.81
H -1.02 -0.71 -1.92
H -1.56 0.86 -1.29
*
```

Mulliken atomic charge list, values in e, 2 entries: 0.7082 -1.3873


Relative energies in eV: (a) 7.161; (b) 1.451; (c) 0.000


(a)
Formula: C5H5NO
Source: the OMol25 dataset
Level of theory: ωB97M-V/def2-TZVPD

frontier orbital gap: 10.862 eV
LUMO: 0.519 eV
structure (SMILES): N#C[C@@H]1C[C@@H]1C=O

```
! wB97M-V def2-TZVPD RIJCOSX def2/J DEFGRID3
* xyz 0 1
O -1.37 -1.70 1.30
C -0.94 -0.58 1.30
C -0.64 0.40 0.22
C 0.86 0.39 0.30
C 0.18 0.46 -1.05
C 0.36 -0.66 -1.96
N 0.51 -1.53 -2.70
H -0.50 -0.08 2.22
H -1.06 1.38 0.45
H 1.26 -0.61 0.47
H 1.24 1.11 1.02
H 0.09 1.41 -1.57
*
```

Mulliken atomic charge list, values in e, 2 entries: -0.4561 -0.0639


(b)
Formula: C5H5NO
Source: the OMol25 dataset
Level of theory: ωB97M-V/def2-TZVPD

frontier orbital gap: 10.782 eV
LUMO: 0.684 eV
structure (SMILES): N#C[C@@H]1C[C@@H]1C=O

```
! wB97M-V def2-TZVPD RIJCOSX def2/J DEFGRID3
* xyz 0 1
O 1.32 -1.68 0.83
C 0.60 -0.77 1.19
C -0.64 -0.58 0.39
C -1.28 0.54 -0.33
C 0.08 0.08 -0.82
C 1.11 1.08 -0.62
N 1.91 1.91 -0.56
H 0.92 -0.04 1.94
H -1.03 -1.55 0.07
H -1.28 1.55 0.09
H -2.19 0.30 -0.88
H 0.49 -0.83 -1.28
*
```

Mulliken atomic charge list, values in e, 2 entries: -0.4786 -0.1057


Relative energies in eV: (a) 0.000; (b) 0.388


(a)
Formula: C3H16O4S
Source: the OMol25 dataset
Level of theory: ωB97M-V/def2-TZVPD

frontier orbital gap: 9.044 eV
LUMO: 0.249 eV
structure (SMILES): CCCS.O.O.O.O

```
! wB97M-V def2-TZVPD RIJCOSX def2/J DEFGRID3
* xyz 0 1
C -0.16 -1.16 2.42
C 0.35 0.12 1.71
C 1.87 0.17 1.73
S 2.81 -0.62 0.41
H -1.24 -1.16 2.42
H 0.20 -1.12 3.45
H 0.18 -2.04 1.89
H -0.05 -0.01 0.70
H 0.02 1.10 2.03
H 2.21 0.02 2.76
H 2.18 1.19 1.58
H 2.16 -1.77 0.13
H -3.29 -3.75 -1.93
H -2.02 -4.32 -1.39
O -2.60 -3.56 -1.28
H -2.23 2.01 -1.29
H -2.88 0.83 -1.93
O -2.94 1.79 -1.91
H 0.66 4.44 -2.54
H 0.80 5.83 -1.94
O 0.85 4.90 -1.72
H -2.07 -1.83 -1.06
H -1.79 -1.05 0.18
O -1.63 -1.03 -0.77
*
```

Mulliken atomic charge list, values in e, 2 entries: -1.1473 -0.2138


(b)
Formula: C3H16O4S
Source: the OMol25 dataset
Level of theory: ωB97M-V/def2-TZVPD

frontier orbital gap: 8.903 eV
LUMO: 0.110 eV
structure (SMILES): CCSC.O.O.O.O

```
! wB97M-V def2-TZVPD RIJCOSX def2/J DEFGRID3
* xyz 0 1
C 3.00 -0.49 -2.75
C 1.61 -0.17 -3.17
S 0.43 -1.47 -2.76
C -0.88 -0.46 -2.05
H 3.68 0.35 -2.96
H 3.45 -1.31 -3.31
H 3.21 -0.57 -1.70
H 1.66 0.04 -4.24
H 1.21 0.73 -2.70
H -0.65 0.25 -1.26
H -1.26 0.15 -2.87
H -1.72 -1.05 -1.69
H -4.70 0.21 3.10
H -3.89 0.15 4.37
O -4.54 0.69 3.91
H -0.49 0.08 1.11
H -1.18 1.31 1.79
O -0.92 0.39 1.90
H -1.80 -1.53 4.84
H -2.00 -0.68 3.59
O -2.40 -1.35 4.12
H 3.41 1.67 0.56
H 1.97 1.67 0.90
O 2.81 1.38 1.26
*
```

Mulliken atomic charge list, values in e, 2 entries: -1.1791 -0.3154


Relative energies in eV: (a) 0.000; (b) 0.054


(a)
Formula: C3H10S3
Source: the OMol25 dataset
Level of theory: ωB97M-V/def2-TZVPD

frontier orbital gap: 8.763 eV
LUMO: 0.437 eV
structure (SMILES): CSC.CSS

```
! wB97M-V def2-TZVPD RIJCOSX def2/J DEFGRID3
* xyz 0 1
C -1.54 -0.63 -1.07
S -0.68 -2.22 -1.50
S 0.05 -1.60 -3.38
H -0.86 0.22 -1.00
H -2.09 -0.43 -1.98
H -2.02 -0.64 -0.09
H -0.43 -2.72 -3.93
C 1.55 0.61 0.26
S 0.15 1.59 0.88
C 0.15 1.27 2.72
H 2.17 1.31 -0.29
H 2.05 -0.08 0.94
H 1.16 -0.11 -0.48
H -0.37 2.10 3.16
H 1.15 0.97 2.98
H -0.44 0.35 2.80
*
```

Mulliken atomic charge list, values in e, 2 entries: -0.7319 -0.0984


(b)
Formula: C3H10S3
Source: the OMol25 dataset
Level of theory: ωB97M-V/def2-TZVPD

frontier orbital gap: 9.850 eV
LUMO: 0.793 eV
structure (SMILES): CCS.CSS

```
! wB97M-V def2-TZVPD RIJCOSX def2/J DEFGRID3
* xyz 0 1
C -2.14 -2.35 -1.91
S -0.40 -2.81 -2.08
S 0.47 -2.24 -0.40
H -2.43 -2.03 -2.90
H -2.25 -1.50 -1.24
H -2.81 -3.12 -1.55
H 0.80 -1.00 -0.82
C 0.24 1.06 0.88
C 1.05 2.03 1.70
S 2.87 1.94 1.53
H 0.87 0.17 0.85
H 0.04 1.45 -0.12
H -0.73 0.84 1.33
H 0.67 3.06 1.60
H 0.84 1.95 2.77
H 2.92 2.55 0.36
*
```

Mulliken atomic charge list, values in e, 2 entries: -0.6930 -0.0662


(c)
Formula: C3H10S3
Source: the OMol25 dataset
Level of theory: ωB97M-V/def2-TZVPD

frontier orbital gap: 9.406 eV
LUMO: 0.463 eV
structure (SMILES): CCS.CSS

```
! wB97M-V def2-TZVPD RIJCOSX def2/J DEFGRID3
* xyz 0 1
C -2.67 -1.53 -0.09
S -3.78 -0.12 -0.30
S -2.44 1.44 -0.18
H -2.20 -1.50 0.89
H -3.27 -2.44 -0.16
H -1.94 -1.53 -0.89
H -1.73 1.15 -1.28
C 1.53 0.66 1.05
C 1.91 0.08 -0.30
S 3.67 0.23 -0.67
H 2.16 0.24 1.84
H 1.63 1.75 1.01
H 0.50 0.48 1.34
H 1.31 0.52 -1.10
H 1.68 -0.99 -0.31
H 3.65 1.56 -0.84
*
```

Mulliken atomic charge list, values in e, 2 entries: -0.7575 -0.0479


Relative energies in eV: (a) 0.849; (b) 0.336; (c) 0.000


(a)
Formula: CH2N4
Source: the OMol25 dataset
Level of theory: ωB97M-V/def2-TZVPD

frontier orbital gap: 11.748 eV
LUMO: 1.037 eV
structure (SMILES): c1nn[nH]n1

```
! wB97M-V def2-TZVPD RIJCOSX def2/J DEFGRID3
* xyz 0 1
C -1.06 -0.02 -0.06
H -2.15 -0.29 0.07
H 1.95 -0.60 0.24
N -0.44 1.16 -0.04
N 0.80 1.00 -0.05
N 0.98 -0.27 -0.10
N -0.09 -0.97 -0.06
*
```

Mulliken atomic charge list, values in e, 2 entries: 0.1453 0.3477


(b)
Formula: CH2N4
Source: the OMol25 dataset
Level of theory: ωB97M-V/def2-TZVPD

frontier orbital gap: 10.938 eV
LUMO: 1.050 eV
structure (SMILES): N=C=N.N#N

```
! wB97M-V def2-TZVPD RIJCOSX def2/J DEFGRID3
* xyz 0 1
C -0.52 -0.63 0.66
N 0.12 -0.08 1.53
N -0.82 -1.21 -0.33
N 0.78 1.37 -1.65
N 1.72 1.40 -1.07
H -1.63 -1.83 -0.72
H 0.35 0.97 1.58
*
```

Mulliken atomic charge list, values in e, 2 entries: 0.3752 -0.5400


Relative energies in eV: (a) 1.564; (b) 0.000


(a)
Formula: C5H4FNS
Source: the OMol25 dataset
Level of theory: ωB97M-V/def2-TZVPD

frontier orbital gap: 9.158 eV
LUMO: 0.420 eV
structure (SMILES): C#C[C@@]1(F)CNC1=S

```
! wB97M-V def2-TZVPD RIJCOSX def2/J DEFGRID3
* xyz 0 1
C 0.59 0.17 0.39
C 0.60 1.60 -0.27
C -0.93 0.07 -0.03
C 1.69 -0.67 -0.33
C 2.86 -1.11 -0.68
H 0.37 2.51 0.33
H 1.16 1.66 -1.14
H -1.23 1.77 -1.44
H 3.68 -1.89 -0.96
N -0.78 1.30 -0.63
F 0.73 0.17 1.63
S -2.12 -0.95 -0.10
*
```

Mulliken atomic charge list, values in e, 2 entries: 1.3283 -0.8038


(b)
Formula: C5H4FNS
Source: the OMol25 dataset
Level of theory: ωB97M-V/def2-TZVPD

frontier orbital gap: 8.307 eV
LUMO: -0.603 eV
structure (SMILES): FC1=CN=C/C1=C\S

```
! wB97M-V def2-TZVPD RIJCOSX def2/J DEFGRID3
* xyz 0 1
C -1.25 0.69 0.07
C -0.09 0.10 0.08
C 0.15 -1.36 -0.01
C 2.12 -0.42 -0.03
C 1.24 0.59 -0.08
H -3.47 1.01 0.21
H -1.35 1.75 -0.06
H -0.64 -2.10 -0.03
H 3.25 -0.35 -0.01
N 1.40 -1.71 -0.02
F 1.47 1.91 -0.05
S -2.84 -0.10 -0.07
*
```

Mulliken atomic charge list, values in e, 2 entries: -0.0038 0.2737


Relative energies in eV: (a) 2.948; (b) 0.000